Record 1
Formula: C2H22N2O9
Source: the OMol25 dataset
Level of theory: ωB97M-V with the def2-TZVPD basis set

Output
orbital gap (alpha / beta): 0.3524 / 0.1357 Ha
total charge: +1
LUMO (alpha / beta): -3.71 / -9.61 eV
multiplicity: 2

Element x y z (Å)
1 O -3.7541 0.5221 -0.3347
2 O -2.7538 -2.2831 2.4903
3 O -1.7513 -1.2408 0.1751
4 O 1.5902 1.6275 -1.2195
5 O -0.1965 3.2037 1.1978
6 O 0.6648 4.2020 -1.7643
7 O 4.1990 1.3495 -0.7421
8 O 2.6472 -1.7836 -2.1201
9 O 0.3284 0.9237 3.6446
10 N -0.0515 -2.7583 -0.3424
11 N -0.6254 -0.9721 -1.7762
12 C -0.8399 -1.5462 -0.5431
13 C -0.0709 -3.2419 1.0411
14 H -1.1474 3.1366 1.3744
15 H -2.6999 -2.5130 1.5538
16 H -3.0678 -0.1182 -0.1390
17 H -1.1818 -0.1383 -1.9257
18 H -0.3113 -2.3963 1.7041
19 H 1.1916 0.7635 4.0603
20 H -3.5280 1.3423 0.1005
21 H 0.9133 -2.7651 -0.7050
22 H 3.5504 1.0919 -0.1065
23 H -2.4870 -1.3539 2.3818
24 H 1.4294 2.5923 -1.2993
25 H -0.8504 -4.0142 1.1005
26 H 0.3476 4.2921 -0.8481
27 H 0.1224 2.4006 1.6205
28 H 2.8132 -0.8441 -2.2532
29 H 0.7719 1.1600 -1.4524
30 H 0.9397 -3.4935 1.3454
31 H 3.8284 2.0383 -1.3116
32 H 2.6170 -2.2538 -2.9687
33 H -0.1723 4.1070 -2.2249
34 H -0.3352 0.6206 4.2640
35 H -0.2044 -1.5638 -2.4750



Record 2
Formula: C2H22O9
Source: the OMol25 dataset
Level of theory: ωB97M-V with the def2-TZVPD basis set

Output
ΔE to the lowest compared entry with this formula, charge and spin: 26.8 kcal per mole
orbital gap: 0.3659 Ha
total charge: 0
LUMO: -0.32 eV
SMILES: CO.CO.O.O.O.O.O.O.O

Element x y z (Å)
1 O 1.1399 0.1940 -0.5107
2 O 3.8243 -0.1916 -0.2469
3 O -1.0224 2.0903 -1.3072
4 O 0.8444 -3.5251 0.0773
5 O 0.3813 -1.1990 1.6912
6 O 0.8320 3.5730 -3.1959
7 O -2.3241 -0.2478 -1.9834
8 O -2.0869 0.6391 2.5897
9 O 1.8467 2.5467 1.3288
10 C -1.9660 2.8841 -0.5936
11 C 0.0764 -4.5117 0.7320
12 H -1.6921 3.9271 -0.7474
13 H -1.9072 2.6811 0.4787
14 H 1.7558 1.6973 0.8677
15 H 0.7080 -1.1853 2.5990
16 H 0.3253 0.5408 -0.9064
17 H 0.5390 -2.1134 1.3807
18 H 0.8391 -0.4714 0.1527
19 H -0.0347 -5.4534 0.1869
20 H 1.0286 2.6458 1.8268
21 H -1.8851 0.0972 3.3590
22 H 0.4698 -4.7546 1.7267
23 H -1.8550 -1.0774 -1.8284
24 H -1.4606 1.2573 -1.5715
25 H 1.1156 3.0444 -3.9480
26 H 3.8083 -0.7598 0.5284
27 H -1.3719 0.4515 1.9677
28 H 0.5609 2.9260 -2.5269
29 H -0.9319 -4.1346 0.9235
30 H -2.9747 2.7053 -0.9687
31 H 2.8969 -0.1756 -0.5729
32 H -3.2513 -0.4513 -1.8130
33 H 1.7719 -3.6489 0.3044



Record 3
Formula: C2H25O11
Source: the OMol25 dataset
Level of theory: ωB97M-V with the def2-TZVPD basis set

Output
ΔE to the lowest compared entry with this formula, charge and spin: 41.1 kcal per mole
orbital gap: 0.2731 Ha
total charge: -1
LUMO: 2.21 eV

Element x y z (Å)
1 O 1.5782 -3.3250 1.6942
2 O 0.9779 -3.4421 -1.1566
3 O 3.4592 -1.7742 0.4305
4 O -0.2985 3.7759 -1.2947
5 O -1.5394 0.7416 0.5995
6 O -3.0873 2.7584 1.5918
7 O 2.7622 0.6523 -0.3134
8 O -1.5839 -1.5234 -0.8004
9 O -1.3576 1.3507 -2.0559
10 O -4.0255 -0.0028 1.4027
11 O 0.7434 -0.6866 -2.6639
12 C 0.3464 -0.3492 1.4011
13 C -0.1910 0.9578 0.8584
14 H 3.2827 -0.8791 0.1680
15 H -2.3407 2.1953 1.3901
16 H 0.3591 3.4353 -0.6920
17 H 0.7225 -2.8457 1.7696
18 H -1.4278 1.2257 -1.1003
19 H -4.1182 -0.8665 1.0237
20 H 0.3882 1.2805 0.0503
21 H 0.0808 -0.7978 -3.3253
22 H -0.3414 -0.8044 2.0309
23 H 0.2402 4.1658 -1.9897
24 H -0.9734 2.2405 -2.1259
25 H 2.1753 -2.5840 1.4429
26 H -1.9669 -2.0362 -0.0904
27 H 0.0862 -0.4756 -2.0350
28 H -3.0889 0.1415 1.1499
29 H -2.8323 3.5718 1.1823
30 H 0.7380 -3.0547 -0.3027
31 H 2.9661 1.5539 -0.5209
32 H 1.8449 -3.0591 -1.4338
33 H 4.4195 -1.9422 0.2773
34 H 0.5834 -1.1154 0.6253
35 H 1.8720 0.5640 -0.1019
36 H 1.2648 -0.1787 1.9414
37 H -1.3817 -0.6548 -0.5253
38 H -0.3364 1.7862 1.4984



Record 4
Formula: C2H25O11
Source: the OMol25 dataset
Level of theory: ωB97M-V with the def2-TZVPD basis set

Output
ΔE to the lowest compared entry with this formula, charge and spin: 26.9 kcal per mole
orbital gap: 0.2582 Ha
total charge: -1
LUMO: 2.47 eV

Element x y z (Å)
1 O -13.6920 6.3670 18.8420
2 O -19.1580 11.5980 19.0350
3 O -13.9610 7.0810 21.7770
4 O -19.3490 6.0180 20.4350
5 O -14.4500 9.3340 18.0040
6 O -19.0890 8.8510 17.9970
7 O -16.8320 6.1660 19.1100
8 O -15.8050 8.3900 20.3960
9 O -15.1270 6.4640 24.1950
10 O -13.6650 9.8740 20.9740
11 O -17.3260 6.3650 22.2970
12 C -16.8600 9.6400 22.1590
13 C -16.9950 9.1070 20.7610
14 H -14.5000 6.1450 19.2790
15 H -13.0980 9.1810 21.3410
16 H -17.0980 9.9480 20.1150
17 H -13.6930 9.3100 17.4460
18 H -18.3790 12.0380 19.4000
19 H -16.8410 8.7640 22.8410
20 H -19.8490 6.8360 20.3310
21 H -19.3720 11.9770 18.1950
22 H -18.2240 6.2690 21.9660
23 H -19.9130 9.0000 17.5810
24 H -16.4650 6.9250 19.5970
25 H -17.7350 6.1190 19.5050
26 H -17.6270 10.3140 22.4500
27 H -17.0940 7.3040 22.1330
28 H -15.9390 10.1700 22.2920
29 H -18.8540 9.6280 18.4530
30 H -14.4250 8.6570 18.6760
31 H -19.8530 5.4070 19.9590
32 H -12.9520 6.1590 19.4450
33 H -14.4010 6.7430 22.5700
34 H -14.6740 7.4700 21.2890
35 H -14.5020 9.3590 20.8720
36 H -17.7280 8.2890 20.6290
37 H -15.9170 6.5520 23.6680
38 H -15.0590 7.0870 24.9220



Record 5
Formula: C2H26NO9S
Source: the OMol25 dataset
Level of theory: ωB97M-V with the def2-TZVPD basis set

Output
orbital gap: 0.3460 Ha
total charge: +1
LUMO: -2.65 eV

Element x y z (Å)
1 S 1.6180 1.9780 -2.8646
2 O 3.4749 3.4612 1.2359
3 O -3.1556 -0.0912 -0.3014
4 O 0.1843 -2.8075 1.8560
5 O 0.0176 2.7846 1.4162
6 O -1.8393 1.1604 2.6103
7 O -1.6540 -2.3518 -2.1450
8 O 0.8077 -2.7944 -3.0843
9 O 2.2894 1.0969 1.9536
10 O -2.2128 -3.0974 0.7302
11 N 0.3354 -0.1359 0.3812
12 C 0.5385 1.3390 -1.5820
13 C 1.0460 0.1390 -0.8979
14 H 2.2371 1.6333 2.7672
15 H 1.0704 -2.5250 -3.9604
16 H -0.6161 3.2382 0.9958
17 H 2.6299 3.7834 0.8890
18 H 1.1051 -3.7014 -2.8867
19 H -2.8799 -0.6813 -0.9394
20 H 0.8971 -0.8857 -1.3483
21 H -2.6026 -2.2501 0.5869
22 H 0.4964 -2.9704 2.8117
23 H -0.4628 2.1845 2.1288
24 H 3.5053 3.7863 2.1823
25 H -0.6864 -3.0317 1.7217
26 H -0.6550 0.2006 0.2711
27 H -1.9611 -3.2596 -0.1314
28 H -2.6724 0.9962 2.2628
29 H -3.6618 0.7231 -0.6117
30 H -2.1643 1.5251 3.5029
31 H 2.9955 1.6937 1.4783
32 H 1.8640 1.0148 -3.9386
33 H -0.4994 1.3294 -2.0910
34 H -2.2157 -2.5706 -2.8530
35 H -0.8291 -2.5034 -2.5485
36 H 0.2320 -1.1483 0.5892
37 H 0.7468 0.2906 1.1538
38 H 0.5500 2.1350 -0.7544
39 H 2.1268 0.3125 -0.5864



Total energy for the records above, in order: -875.72145; -766.51285; -918.82888; -918.85143; -1221.62959 hartree